(1)
One molecule with the formula C23H26N2O4S at a distorted geometry, computed with the ωB97M-V functional and the def2-TZVPD basis.

Element x y z (Å)
C  -0.30270  -3.84002  -0.41585
C  -1.55785  -4.29202  0.32748
N  -1.28392  -4.49985  1.73292
C  -1.14428  -5.85416  2.22451
C  -2.47003  -6.60545  2.31299
S  -2.02167  -3.40467  2.75595
O  -3.36544  -3.11105  2.33336
O  -1.81319  -3.85399  4.10002
C  -1.01064  -1.95998  2.44836
C  0.32824  -2.02066  2.83026
C  1.17700  -0.95762  2.60061
C  0.63280  0.16083  1.98127
O  1.26203  1.30641  1.65968
C  0.33616  2.11200  1.06620
C  0.74532  3.51383  0.74228
O  1.12547  4.26993  1.61486
N  0.59285  3.89224  -0.54600
C  0.93995  5.24320  -0.93319
C  2.29615  5.23458  -1.63226
C  2.30731  4.22417  -2.74483
C  3.22982  4.32809  -3.77976
C  3.25948  3.39954  -4.80210
C  2.35791  2.34763  -4.80212
C  1.43792  2.23470  -3.77780
C  1.40563  3.16438  -2.74515
C  0.36579  3.00569  -1.65943
C  -0.89335  1.52085  1.00323
C  -2.16031  2.08106  0.46265
C  -0.72415  0.22668  1.59518
C  -1.56225  -0.86086  1.83634
H  0.47779  -4.59124  -0.32634
H  0.06891  -2.90726  0.00060
H  -0.52768  -3.69308  -1.46913
H  -2.33665  -3.52915  0.25184
H  -1.94269  -5.21145  -0.12295
H  -0.71268  -5.76841  3.22296
H  -0.43760  -6.37875  1.57496
H  -2.30973  -7.59782  2.72657
H  -2.93153  -6.70628  1.33299
H  -3.14749  -6.05460  2.96059
H  0.67439  -2.91802  3.31582
H  2.21446  -0.97884  2.89126
H  0.16535  5.61930  -1.60935
H  0.96845  5.85527  -0.03068
H  3.06748  4.97273  -0.90151
H  2.52862  6.22768  -2.01989
H  3.92976  5.15119  -3.77685
H  3.98182  3.49534  -5.59865
H  2.37303  1.61785  -5.59744
H  0.73219  1.41599  -3.77227
H  -0.62472  3.21435  -2.09182
H  0.36393  1.97210  -1.30632
H  -2.44311  1.56858  -0.45702
H  -2.05347  3.14321  0.25987
H  -2.96241  1.93749  1.18393
H  -2.60644  -0.86165  1.56914

- SMILES: CCN(CC)S(=O)(=O)c1ccc2oc(C(=O)N3CCc4ccccc4C3)c(C)c2c1
- Total charge: 0
- ΔE to the lowest compared entry with this formula, charge and spin: 5.0 kJ/mol

=====

(2)
A 2-piece molecular cluster, C8H20N2O3S overall, computed with the ωB97M-V functional and the def2-TZVPD basis.

Element x y z (Å)
C  3.15861  0.94418  0.64600
C  2.20430  -0.10745  1.24667
C  1.72455  -1.14953  0.22764
C  0.52735  -0.81865  -0.63305
C  0.63343  0.54296  -1.29556
S  -1.05409  -1.16565  0.22903
C  -2.41206  -0.62652  -0.88510
N  -3.11919  0.55199  -0.45791
C  -2.53668  1.80685  -0.92935
C  -1.16499  -0.09274  1.70736
O  -2.40495  -0.16798  2.35162
N  -2.93537  -1.54677  2.40456
O  -2.56508  -2.12706  3.33284
H  3.98373  1.16832  1.31714
H  3.53812  0.61292  -0.32122
H  2.63128  1.88509  0.47360
H  1.39757  0.40025  1.78042
H  2.75860  -0.64926  2.01361
H  1.63559  -2.14232  0.67603
H  2.48829  -1.20243  -0.58860
H  0.51565  -1.55369  -1.44450
H  1.63915  0.54621  -1.72809
H  -0.06466  0.65165  -2.12074
H  0.56740  1.36621  -0.58739
H  -3.09682  -1.47073  -0.87960
H  -2.00075  -0.53996  -1.89493
H  -4.05784  0.48042  -0.82507
H  -2.29431  1.79652  -1.99541
H  -1.61680  2.01474  -0.38838
H  -3.21446  2.62864  -0.71861
H  -0.37879  -0.46204  2.36723
H  -0.96029  0.94249  1.45788
O  3.04816  -0.84096  -2.11919
H  3.42535  -1.67568  -2.41893

- Total charge: 0
- ΔE to the lowest compared entry with this formula, charge and spin: 274.7 kJ/mol

=====

(3)
A 3-piece molecular cluster, C4H17N2O2 overall at a distorted geometry, computed with the ωB97M-V functional and the def2-TZVPD basis.

Element x y z (Å)
C  1.67905  -0.41951  0.85937
C  1.45967  -1.43666  -0.24114
C  0.27033  -1.20078  -1.18926
C  -2.02169  -0.80361  -0.50247
N  -0.95183  -1.82290  -0.61536
N  0.41974  -0.24852  1.69880
H  1.91988  0.59382  0.52799
H  2.52003  -0.65975  1.51658
H  2.44518  -1.53504  -0.70866
H  1.26148  -2.37215  0.28722
H  0.61791  -1.64226  -2.12631
H  0.07703  -0.16235  -1.48659
H  -2.12879  -0.19068  -1.40031
H  -1.89342  -0.10375  0.32424
H  -2.97649  -1.25958  -0.21586
H  -1.36839  -2.52824  -1.21060
H  -0.27606  -0.94642  1.42994
H  0.65998  -0.21073  2.68815
H  0.12763  0.77831  1.59428
H  -0.04427  2.25539  0.35378
H  -0.64859  3.02734  1.62276
O  -0.08117  2.31436  1.34474
H  -1.00646  3.31620  -1.48105
H  0.38698  2.71517  -1.73949
O  -0.44773  2.54231  -1.33076

- Total charge: +1
- ΔE to the lowest compared entry with this formula, charge and spin: 117.8 kJ/mol

=====

(4)
One molecule with the formula C3H8N2OS at a distorted geometry, computed with the ωB97M-V functional and the def2-TZVPD basis.

Element x y z (Å)
C  2.03558  -0.18492  -0.62141
C  1.21336  -0.11622  0.69286
N  -0.17720  -0.28268  0.40067
C  -0.96212  0.80899  0.10751
S  -0.52133  2.38855  0.03571
N  -2.25617  0.41779  -0.28560
O  -2.53593  -0.93909  0.03615
H  3.13961  -0.15108  -0.50813
H  1.76294  -1.09005  -1.14604
H  1.78505  0.68518  -1.21201
H  1.34310  0.86620  1.16925
H  1.50422  -0.89071  1.44770
H  -0.71572  -1.14968  0.44301
H  -2.90931  0.98347  0.23763
H  -2.70606  -1.34576  -0.79730

- SMILES: CCNC(=S)NO
- Total charge: 0
- ΔE to the lowest compared entry with this formula, charge and spin: 208.9 kJ/mol

=====

Q: Which HOMO-LUMO gap values were calculated for the entries above? A: 9.162 4.887 10.104 9.169, in eV.
Q: Which E_LUMO values were calculated for the entries above? A: 0.417 -1.521 -2.804 0.618, in eV.